Computed, not measured: a 2-piece molecular cluster, C6H12O2 overall, with wB97M-V/def2-TZVPD.

Results
LUMO energy (spin up / spin down): -0.1483 / -0.2815 Ha
spin multiplicity: 2
highest occupied orbital energy (spin up / spin down): -12.32 / -12.32 eV
frontier orbital gap (spin up / spin down): 8.3 / 4.7 eV
<S²>: 0.755
total energy: -385.9487 Ha
net charge: +1

Geometry (Å):
C (1.18056, -3.16083, 1.64008)
C (0.61201, -2.11463, 0.88478)
O (-0.40485, -1.54952, 1.43768)
C (1.08992, -1.60590, -0.40989)
H (2.11355, -3.61569, 1.34896)
H (0.65872, -3.49512, 2.52315)
H (-0.73283, -0.79363, 0.90655)
H (1.99829, -2.09229, -0.74410)
H (0.33062, -1.71162, -1.18172)
H (1.29934, -0.53414, -0.28347)
C (-1.13991, 0.94539, -1.62726)
C (-0.65234, 1.94455, -0.91318)
O (0.28330, 1.64247, 0.04871)
C (-1.05252, 3.37797, -1.01298)
H (-1.89418, 1.11181, -2.37476)
H (-0.82171, -0.06696, -1.42922)
H (0.58671, 2.45288, 0.47913)
H (-1.90554, 3.50680, -1.67050)
H (-1.33609, 3.74036, -0.02285)
H (-0.23300, 4.00216, -1.37007)

---

Computed, not measured: C12H15B3F21O6Sn2 as an isolated structure, with wB97M-V/def2-TZVPD.

Results
LUMO energy: -0.2553 Ha
highest occupied orbital energy: -14.08 eV
frontier orbital gap: 7.1 eV
total energy: -3518.4312 Ha
net charge: +1

Geometry (Å):
Sn (-2.03802, -4.42071, -1.51602)
Sn (-0.00532, -1.05553, 2.00511)
B (-0.85457, -0.94444, -1.46488)
F (0.09432, -1.92752, -1.12404)
F (-0.96861, -0.08835, -0.39509)
F (-0.61090, -0.29936, -2.66025)
F (-2.11115, -1.60003, -1.54635)
B (0.77095, -4.40662, 0.76722)
F (0.90753, -4.49874, -0.65705)
F (-0.54332, -3.97177, 1.02295)
F (1.01635, -5.62962, 1.30741)
F (1.61034, -3.41082, 1.28059)
B (-3.67575, -3.18243, 1.44854)
F (-2.58791, -2.50379, 2.04883)
F (-4.77221, -3.04169, 2.24636)
F (-3.90174, -2.64408, 0.15445)
F (-3.33595, -4.53800, 1.19285)
C (0.91340, 2.81170, -2.65662)
C (0.56378, 2.28290, -1.29709)
O (1.14436, 3.16171, -0.33719)
C (1.13049, 2.87154, 0.94609)
O (0.69568, 1.84791, 1.42582)
C (2.07764, 3.77669, 1.75739)
F (2.22282, 4.94326, 1.14287)
F (1.61134, 3.94461, 2.98724)
F (3.24930, 3.15118, 1.86982)
H (0.49746, 3.81434, -2.77802)
H (0.38799, 2.23760, -3.42037)
H (1.98152, 2.84293, -2.86017)
H (0.98433, 1.28194, -1.18907)
H (-0.51129, 2.25794, -1.11715)
C (-5.26264, 0.43519, 0.91691)
C (-3.97751, 0.73386, 0.18320)
O (-3.29836, 1.90554, 0.63404)
C (-2.71750, 1.94300, 1.80472)
O (-2.39589, 0.99735, 2.48112)
C (-2.25551, 3.38599, 2.11635)
F (-3.25748, 4.03875, 2.70709)
F (-1.21143, 3.41040, 2.94897)
F (-1.87176, 4.02417, 1.01426)
H (-5.32019, -0.57364, 1.32010)
H (-6.10486, 0.51970, 0.22683)
H (-5.50683, 1.20254, 1.65215)
H (-4.16796, 0.72290, -0.89023)
H (-3.21033, -0.04469, 0.21160)
C (3.74463, -2.91473, -2.55095)
C (3.30317, -2.30972, -1.23988)
O (4.13014, -1.18922, -0.95856)
C (3.77216, -0.18780, -0.16423)
O (2.74079, -0.10946, 0.45762)
C (4.73430, 1.03136, -0.27238)
F (4.08185, 2.00848, -0.89140)
F (5.06011, 1.43943, 0.94705)
F (5.85377, 0.72137, -0.91806)
H (4.76682, -3.27852, -2.41886)
H (3.78293, -2.21522, -3.38293)
H (3.13943, -3.79701, -2.75466)
H (3.22539, -3.01407, -0.41482)
H (2.27988, -1.94867, -1.34921)

---

Computed, not measured: a 2-piece molecular cluster, C4H8O2 overall, with wB97M-V/def2-TZVPD.

Results
LUMO energy (spin up / spin down): -0.0148 / -0.0148 Ha
highest occupied orbital energy (spin up / spin down): -8.31 / -8.31 eV
frontier orbital gap (spin up / spin down): 7.9 / 7.9 eV
total energy: -307.5240 Ha
net charge: 0

Geometry (Å):
C (-1.96934, 0.84518, -0.29811)
C (-0.65536, -1.10377, 0.00062)
C (0.33816, -0.13144, 0.08864)
O (-0.00664, 1.07847, 0.21790)
C (1.82227, -0.43411, 0.08000)
O (2.61316, 0.67584, -0.24822)
H (-2.02891, 1.77884, 0.24935)
H (-2.78853, 0.17214, -0.06938)
H (-1.76053, 0.94730, -1.35433)
H (-0.41384, -2.09367, -0.38545)
H (-1.34178, -1.10609, 0.84247)
H (2.09321, -0.84108, 1.06894)
H (2.01542, -1.22965, -0.64960)
H (2.10988, 1.45373, 0.03322)

---

Computed, not measured: one molecule with the formula C3H10NO2P, with wB97M-V/def2-TZVPD.

Results
LUMO energy: 0.0351 Ha
SMILES: COP(O)N(C)C
highest occupied orbital energy: -9.00 eV
frontier orbital gap: 10.0 eV
total energy: -666.8822 Ha
net charge: 0

Geometry (Å):
C (2.15095, -0.66035, 1.79550)
O (1.06653, -0.08886, 1.09467)
P (0.81397, -0.34193, -0.48196)
O (-0.33465, -2.10559, -0.36867)
N (-0.45028, 0.71586, -0.64270)
C (-0.92388, 0.97802, -1.98603)
C (-1.47718, 0.86674, 0.37042)
H (3.02418, -0.80608, 1.15635)
H (1.85656, -1.62150, 2.22137)
H (2.40490, 0.02920, 2.60206)
H (0.23021, -2.82590, -0.64135)
H (-0.11618, 0.82238, -2.69691)
H (-1.74956, 0.31209, -2.25302)
H (-1.27206, 2.01136, -2.06186)
H (-2.40456, 0.38766, 0.04606)
H (-1.14996, 0.39902, 1.29486)
H (-1.66901, 1.92788, 0.55122)